C43H112N8O14 | ωB97M-V/def2-TZVPD

Cartesian coordinates (Å):
H 4.85707 -7.75373 -1.24560
H 5.96289 -4.75851 0.17500
C 5.40430 -5.61328 -0.20641
C -6.97094 -2.73989 1.21512
O 1.61878 8.38988 7.59683
H 1.24514 -7.25258 -5.74714
H -6.39138 8.18596 1.92947
H -8.57734 2.31057 -4.49976
H 1.09327 -0.35040 4.34861
H 7.40421 -11.05191 -6.99008
H -4.74377 -5.03751 0.01757
C 4.42537 -6.56263 -9.61785
H 1.23868 10.15941 6.72304
H 9.21147 3.38201 -0.76369
H -4.96097 -3.81228 3.10241
H 7.42608 4.11907 1.52117
H 5.18197 -6.37143 0.54450
H 5.87040 -10.24114 -6.67927
C 9.05086 3.92908 0.16530
C 1.63531 0.24859 6.13825
H -4.79495 -2.73030 1.04396
C 2.38432 7.69130 8.65439
H 2.52389 6.11980 9.94936
C -2.00000 -0.19754 -1.72015
H -8.41660 -0.85319 1.72714
H -3.70417 1.56452 3.96421
C -7.43195 -0.59250 2.11522
H -1.50295 6.53147 9.04806
H 5.39592 5.33545 0.62514
H -1.00946 0.23365 6.33509
H -6.23091 1.56188 -6.28050
H 6.99568 -8.62066 -2.20072
H 8.94144 -7.65212 -4.92839
H -6.27008 -4.38255 2.75721
H -11.80247 1.01681 -4.31906
C 5.36243 -7.11966 -1.97406
H -0.23408 0.52150 -2.78050
C -8.89194 1.33221 -4.13652
C -3.11215 1.58016 1.30705
C 4.46049 5.02209 -1.30956
H 0.14118 -0.03925 -1.21640
H 11.28366 5.15168 0.41450
C 6.86401 -10.11264 -7.10864
H -9.90598 0.72247 -2.32727
H -3.34917 1.18951 -1.35474
H 4.43512 -5.21528 -0.50704
H -3.30441 0.55051 1.60863
C 3.56020 -7.14405 -7.27625
C -1.52221 5.60772 8.46979
H -6.51472 -4.90989 -0.22905
H 5.71358 -5.57310 -6.75410
H -1.76873 5.77335 7.42103
N 6.73675 4.35577 -0.50423
C -0.65146 -0.39698 5.52130
N -5.36617 -4.29747 2.31468
H -7.06710 1.18628 -3.46434
H -5.21567 -3.80827 -0.81487
H 6.84963 -9.93096 -8.18330
C 7.58239 3.72105 0.51855
H 5.83917 -8.80368 -3.35664
H 1.36563 -8.85041 -6.56562
H -7.17063 -2.15878 0.31481
O 9.34858 5.30686 0.06563
H 1.36486 6.06092 -1.10560
C -5.90033 1.07623 -5.36239
H 7.16045 5.24408 -0.73114
O 3.32373 5.59873 -0.74716
H -4.46225 3.50152 -4.01675
H -12.52930 1.22733 -2.69664
H -5.30917 7.29140 2.84493
H -3.56684 2.38261 -5.07051
O -0.64997 -1.75765 5.97416
C 4.38754 -6.12435 -8.08773
H 2.49685 6.75165 -2.17927
H 1.06604 -2.39050 -1.40194
H -4.84164 2.37731 2.83498
H 3.69424 -6.79058 -6.25390
C 0.10603 -2.52393 -1.90061
C -0.16881 4.94797 8.79185
H 2.90064 9.94751 7.49119
H 4.54069 -6.76220 -2.59460
H -5.77690 6.67782 1.17743
O -0.19354 -1.48127 -2.75759
H 0.87260 -2.74597 5.00552
H -3.82209 3.31835 4.00764
H 4.71627 -7.60247 -9.76687
H 1.35705 0.68775 7.09628
C -0.21347 -2.65396 5.01531
C 5.33461 4.54756 -0.12558
H 8.82696 -8.53270 -3.33255
H 4.95159 5.86974 -1.78747
H -9.58265 0.80263 -4.79272
H -12.69233 2.44862 -4.06211
C -0.47230 -0.28236 -2.08396
N -2.37382 1.09007 -1.11202
H 1.59636 10.30613 8.48689
H -2.23404 -0.93323 -0.95067
N 1.09488 5.60210 8.34435
C -3.83607 5.15571 9.20335
H -2.52979 -0.40954 -2.64885
H 10.70354 5.11196 -1.36227
H -0.60768 -2.63022 -1.08364
H 0.37126 -7.60773 -7.20603
H 8.77378 -10.07129 -5.06695
N -7.74721 0.50796 -3.77646
H -4.10579 5.77135 10.06146
H 3.30293 7.38989 8.15101
O -2.81290 2.45083 2.43281
O -5.55475 2.03292 -4.41716
H -1.57619 2.51334 -0.06292
H -0.05625 3.89647 8.52774
C -5.61615 -3.43878 1.15254
O 7.45840 -9.00275 -6.40571
C 10.66932 5.57904 -0.37800
H 0.07423 -3.45277 -2.47012
H -1.47441 -0.42925 4.80729
C -3.88547 2.44888 3.35335
C 1.32467 -7.76991 -6.70324
H -0.47840 1.82550 4.27779
N 0.43151 1.61349 4.66150
H 2.50270 0.72259 5.67882
H -3.98122 2.05916 0.85608
H -7.83291 -3.38187 1.39663
H 4.99107 -5.75279 -10.07856
C 6.35726 -8.00158 -2.83099
H -4.22731 5.74695 8.37542
H -0.53440 -2.58544 3.97588
C -12.05746 1.73377 -3.53864
O 6.07272 -6.01923 -1.30627
C 1.70170 6.47776 9.32971
H -6.32054 -0.78918 -4.34015
H -5.00568 0.51435 -5.63070
H 6.24352 -6.77937 -7.60541
C 7.90793 -9.40992 -5.09854
C -9.74210 1.63995 -2.89249
O -2.41216 4.80727 9.24709
H -9.10238 2.22486 -2.23163
C 8.30469 -8.18945 -4.22559
C -4.54260 2.82347 -4.86638
H 0.57968 2.23982 5.43986
H 10.82550 6.65521 -0.45255
H -4.87241 3.45950 -5.68783
N 5.72812 -5.91638 -7.70387
H -0.11436 4.85955 9.87689
C 2.29826 5.83632 -1.62175
H 4.25584 4.27471 -2.07613
H 7.26736 2.69127 0.68708
H -7.08184 0.00844 1.27594
C 0.66453 0.29908 5.11180
H 3.42764 -6.33155 -9.99096
C -6.88894 0.01232 -4.81198
H -7.53773 -0.46828 -5.54424
H 4.94287 3.54098 0.02079
H 2.22670 5.14066 -2.45784
O 2.23360 -7.22646 -7.64919
H 2.60651 8.36745 9.47995
H 9.57746 3.38160 0.94700
C -5.60522 -4.36988 0.03420
C 1.82566 9.78074 7.55980
H 3.90909 -5.16347 -7.89825
H -0.51436 -3.67333 5.25705
H -4.44459 4.26720 9.37170
H 0.80208 6.18260 7.57145
C -2.01371 1.54902 0.19545
H -7.47905 -0.04622 3.05727
H 7.17614 -9.97500 -4.52125
H 7.51005 -6.37006 -3.48484
C -6.09759 7.15116 2.10545
H -1.18163 0.86228 0.35085
H 3.97968 -8.14684 -7.35733
H 1.98632 -0.76250 6.34463
O -6.85078 -1.82285 2.32348
H 0.90956 6.93904 9.91949
N 7.15079 -7.23948 -3.85243
H -7.87754 6.83372 2.77417
O -10.87378 2.50702 -3.08428
O -7.13078 6.30333 2.48666

Calculated values
**ΔE to the lowest compared entry with this formula, charge and spin**: 165.8 kcal per mole
**Total energy**: -3196.33117 hartree
**SMILES**: COC[C@H](C)N.COC[C@H](C)N.COC[C@H](C)N.COCCNCCOC.COCCNCCOC.COCCNCCOC.COCCNCCOC.COCCNCCOC.CO

---

C6H8BrP | ωB97M-V/def2-TZVPD

Cartesian coordinates (Å):
Br 4.20878 1.25209 -0.32289
C 1.27961 0.26283 1.42723
H -2.73186 0.07188 -0.60089
H -0.36618 -1.32442 -1.79694
C -0.06812 -0.07338 1.41639
H 1.80420 0.26304 2.31258
H 0.74837 -0.48165 -3.02958
H -0.62582 -0.37716 2.38796
C 0.56195 -0.78230 -2.00827
H -2.59031 1.25048 0.70922
C -0.74365 0.12750 0.27303
P 0.36732 0.82313 -0.97082
H 1.42150 -1.29109 -1.51380
C -2.25387 0.24876 0.38248
C 1.68387 0.48094 0.24994
H -2.69580 -0.45064 1.08435

Calculated values
**ΔE to the lowest compared entry with this formula, charge and spin**: 31.0 kcal per mole
**Total energy**: -3148.64325 hartree

---

C6H7NO2 | ωB97M-V/def2-TZVPD

Cartesian coordinates (Å):
C -1.04633 1.41404 0.72303
H 1.84428 -0.50323 0.94706
C 0.28487 0.97645 1.20871
O -1.62280 2.32667 1.33124
H 1.99380 -1.39939 -1.40297
C -1.56635 0.68461 -0.38855
H -2.58014 0.98267 -0.73487
H -0.00821 2.39703 2.31747
O 0.76364 1.74727 2.17515
H -1.20529 -0.96625 -1.80353
C 1.03372 -1.81730 -1.09628
H 1.08037 -2.71014 -0.46228
C -0.86844 -0.29358 -0.94524
N 0.34593 -0.74849 -0.43182
C 0.97175 -0.01785 0.61384
H 0.57919 -2.07250 -2.05095

Calculated values
**ΔE to the lowest compared entry with this formula, charge and spin**: 11.9 kcal per mole
**Total energy**: -438.04887 hartree
**SMILES**: Cn1ccc(=O)c(O)c1

---

> total energy of number 2 (C6H8BrP)?

-3148.64325 hartree

---

> The lowest total energy belongs to which entry?

C43H112N8O14

---

> Which of these has the lowest total energy?

C43H112N8O14